Here is a 15-piece molecular cluster, C79H181N7O23 overall from the Open Molecules 2025 dataset. Energies are from ωB97M-V with the def2-TZVPD basis set.

Summary:
E_HOMO: -8.2 eV
DFT total energy: -142367.080 eV
orbital gap: 0.315 Ha
ΔE to the lowest compared entry with this formula, charge and spin: 76.8 kJ/mol
lowest unoccupied orbital energy: 0.36 eV

Element x y z (Å)
C (-2.97, 6.01, -4.44)
C (-2.44, 4.87, -3.57)
O (-3.18, 4.96, -2.32)
O (-2.47, 5.84, -5.75)
H (-2.76, 7.00, -4.02)
H (-4.09, 5.89, -4.49)
H (-1.39, 5.04, -3.42)
H (-2.50, 3.88, -4.04)
H (-4.04, 4.62, -2.58)
H (-1.88, 6.56, -6.07)
C (-5.40, -0.10, -0.96)
C (-5.80, -0.06, -2.43)
O (-5.70, 1.23, -3.02)
O (-6.13, 0.72, -0.06)
H (-4.33, 0.09, -0.81)
H (-5.57, -1.18, -0.69)
H (-6.86, -0.41, -2.43)
H (-5.14, -0.75, -2.85)
H (-4.80, 1.31, -3.45)
H (-6.33, 1.55, -0.41)
C (-3.78, 1.43, -6.06)
C (-3.60, 2.86, -6.57)
O (-2.25, 3.25, -6.67)
O (-3.42, 1.42, -4.69)
H (-3.21, 0.65, -6.60)
H (-4.78, 1.10, -6.05)
H (-4.20, 3.63, -6.07)
H (-3.92, 2.79, -7.60)
H (-2.09, 4.07, -6.18)
H (-2.47, 1.38, -4.68)
C (4.60, 4.84, -2.09)
C (4.36, 3.56, -1.36)
O (5.71, 3.06, -0.97)
O (5.17, 5.81, -1.26)
H (3.63, 5.09, -2.52)
H (5.29, 4.70, -2.87)
H (3.84, 2.86, -1.98)
H (3.69, 3.76, -0.45)
H (6.33, 3.82, -0.90)
H (4.46, 6.42, -0.97)
C (0.90, -3.14, 2.62)
C (0.15, -2.42, 3.78)
O (1.15, -1.75, 4.59)
O (1.57, -4.33, 2.99)
H (1.62, -2.45, 2.19)
H (0.18, -3.45, 1.83)
H (-0.49, -3.07, 4.38)
H (-0.47, -1.73, 3.27)
H (0.88, -0.84, 4.70)
H (1.44, -4.45, 3.90)
C (4.08, 2.48, 4.35)
C (2.97, 2.52, 3.35)
O (2.52, 1.19, 3.04)
O (4.40, 3.89, 4.52)
H (5.00, 1.88, 3.99)
H (3.71, 2.07, 5.34)
H (3.36, 3.08, 2.51)
H (2.15, 3.11, 3.74)
H (3.19, 0.53, 2.86)
H (4.98, 3.90, 5.26)
C (5.41, 0.10, 0.67)
C (5.68, -0.51, 2.05)
O (4.50, -1.07, 2.51)
O (6.57, 0.83, 0.27)
H (4.53, 0.73, 0.73)
H (5.19, -0.77, -0.02)
H (6.10, 0.21, 2.80)
H (6.46, -1.25, 1.87)
H (4.63, -1.72, 3.27)
H (6.25, 1.67, -0.01)
C (-6.20, 4.86, -0.86)
C (-6.44, 4.72, -2.36)
O (-5.50, 3.98, -3.11)
O (-7.00, 3.90, -0.16)
H (-6.53, 5.89, -0.55)
H (-5.13, 4.68, -0.65)
H (-6.30, 5.70, -2.81)
H (-7.42, 4.30, -2.58)
H (-5.63, 2.98, -2.97)
H (-6.69, 3.84, 0.79)
C (2.33, 5.56, 1.01)
C (2.30, 7.10, 1.17)
C (3.52, 7.39, 2.11)
C (4.01, 8.88, 2.14)
C (4.22, 9.23, 0.69)
C (3.07, 9.01, -0.25)
N (2.71, 7.62, -0.15)
O (1.60, 7.39, -1.04)
C (1.96, 10.06, -0.06)
C (3.62, 9.24, -1.69)
C (0.94, 7.54, 1.62)
H (3.30, 5.17, 0.83)
H (1.67, 5.20, 0.22)
H (2.05, 5.10, 1.92)
H (3.33, 7.04, 3.10)
H (4.40, 6.74, 1.86)
H (4.96, 9.09, 2.64)
H (3.28, 9.51, 2.67)
H (5.02, 8.53, 0.47)
H (4.54, 10.22, 0.64)
H (2.28, 10.97, -0.56)
H (0.98, 9.84, -0.47)
H (1.77, 10.33, 0.96)
H (4.50, 8.71, -1.91)
H (3.01, 9.09, -2.57)
H (3.88, 10.28, -1.89)
H (0.66, 8.57, 1.30)
H (0.85, 7.47, 2.71)
H (0.23, 6.83, 1.27)
H (0.81, 7.48, -0.51)
C (5.90, -3.86, -0.59)
C (5.00, -4.60, -1.64)
C (3.89, -3.69, -2.10)
C (4.33, -2.55, -3.04)
C (4.88, -3.20, -4.30)
C (6.10, -4.17, -4.03)
N (5.75, -5.05, -2.93)
O (6.99, -5.61, -2.38)
C (6.22, -5.05, -5.27)
C (7.37, -3.40, -3.85)
C (4.54, -5.89, -1.01)
H (5.19, -3.49, 0.19)
H (6.35, -2.99, -1.00)
H (6.60, -4.53, -0.11)
H (3.19, -4.26, -2.73)
H (3.39, -3.38, -1.18)
H (5.07, -1.88, -2.66)
H (3.46, -1.85, -3.27)
H (5.18, -2.47, -5.03)
H (4.14, -3.92, -4.67)
H (5.32, -5.63, -5.37)
H (6.30, -4.42, -6.15)
H (7.09, -5.64, -5.17)
H (7.81, -3.10, -4.82)
H (7.18, -2.47, -3.28)
H (8.14, -3.91, -3.28)
H (4.19, -6.70, -1.73)
H (3.71, -5.73, -0.28)
H (5.38, -6.38, -0.48)
H (7.04, -6.54, -2.72)
C (0.28, 4.02, 5.92)
C (-0.93, 3.15, 5.37)
C (-0.41, 2.22, 4.28)
C (-1.40, 1.16, 3.87)
C (-1.90, 0.36, 5.11)
C (-2.34, 1.25, 6.28)
N (-1.23, 2.27, 6.49)
O (-1.67, 3.12, 7.55)
C (-3.65, 1.93, 5.94)
C (-2.40, 0.48, 7.64)
C (-2.08, 4.08, 4.82)
H (0.07, 4.82, 6.63)
H (0.77, 4.40, 5.04)
H (1.06, 3.42, 6.45)
H (0.00, 2.73, 3.40)
H (0.46, 1.81, 4.86)
H (-0.94, 0.57, 3.06)
H (-2.30, 1.62, 3.44)
H (-1.07, -0.23, 5.51)
H (-2.71, -0.36, 4.82)
H (-3.74, 2.14, 4.93)
H (-4.36, 1.12, 6.12)
H (-3.86, 2.79, 6.61)
H (-2.83, 0.99, 8.51)
H (-3.01, -0.43, 7.47)
H (-1.36, 0.22, 7.74)
H (-2.69, 4.49, 5.65)
H (-2.80, 3.53, 4.22)
H (-1.56, 4.75, 4.17)
H (-1.13, 2.84, 8.28)
C (-2.89, -3.60, 6.83)
C (-3.94, -3.69, 5.69)
C (-4.82, -2.42, 5.74)
C (-5.60, -2.17, 4.57)
C (-4.67, -2.12, 3.35)
C (-3.89, -3.39, 3.11)
N (-3.23, -3.66, 4.39)
O (-2.54, -4.93, 4.29)
C (-4.88, -4.46, 2.57)
C (-2.83, -3.07, 2.06)
C (-4.87, -4.86, 5.92)
H (-3.38, -3.24, 7.75)
H (-2.09, -2.86, 6.55)
H (-2.37, -4.60, 7.00)
H (-5.49, -2.54, 6.59)
H (-4.18, -1.60, 6.05)
H (-6.04, -1.14, 4.62)
H (-6.44, -2.85, 4.33)
H (-3.85, -1.34, 3.44)
H (-5.16, -1.90, 2.41)
H (-4.39, -5.31, 2.06)
H (-5.62, -4.84, 3.34)
H (-5.47, -4.04, 1.71)
H (-3.29, -2.56, 1.21)
H (-2.17, -2.38, 2.56)
H (-2.21, -3.89, 1.61)
H (-4.37, -5.81, 5.86)
H (-5.78, -4.95, 5.29)
H (-5.30, -4.71, 6.97)
H (-3.27, -5.56, 4.04)
C (0.19, 3.37, -1.40)
C (-0.75, 2.50, -0.49)
C (-1.87, 1.82, -1.28)
C (-1.53, 0.60, -2.12)
C (-0.79, -0.38, -1.24)
C (0.45, 0.23, -0.70)
N (0.01, 1.37, 0.17)
O (1.12, 1.94, 0.84)
C (1.20, -0.72, 0.22)
C (1.48, 0.72, -1.71)
C (-1.24, 3.49, 0.55)
H (0.04, 4.41, -1.07)
H (-0.18, 3.25, -2.38)
H (1.19, 3.17, -1.18)
H (-2.52, 1.45, -0.50)
H (-2.44, 2.54, -1.81)
H (-0.96, 0.78, -3.05)
H (-2.44, 0.05, -2.43)
H (-0.52, -1.37, -1.71)
H (-1.53, -0.55, -0.39)
H (0.60, -1.02, 1.10)
H (1.53, -1.62, -0.32)
H (2.03, -0.16, 0.58)
H (1.07, 1.36, -2.58)
H (2.17, 1.35, -1.15)
H (2.09, -0.08, -2.17)
H (-1.55, 2.91, 1.43)
H (-1.99, 4.05, 0.03)
H (-0.29, 4.08, 0.78)
H (1.23, 1.50, 1.70)
C (-2.67, -3.89, -5.91)
C (-1.50, -3.16, -5.25)
C (-0.41, -4.28, -4.90)
C (0.95, -3.69, -4.62)
C (1.36, -2.74, -5.68)
C (0.39, -1.54, -6.00)
N (-0.93, -2.23, -6.19)
O (-1.85, -1.21, -6.43)
C (0.51, -0.56, -4.80)
C (0.83, -0.89, -7.36)
C (-2.12, -2.61, -3.94)
H (-2.61, -4.12, -6.99)
H (-3.47, -3.09, -5.88)
H (-3.01, -4.68, -5.23)
H (-0.83, -4.94, -4.14)
H (-0.45, -4.86, -5.87)
H (1.63, -4.55, -4.47)
H (1.04, -3.07, -3.64)
H (1.73, -3.27, -6.58)
H (2.27, -2.21, -5.32)
H (1.46, -0.08, -4.73)
H (-0.35, 0.13, -4.86)
H (0.52, -1.24, -3.92)
H (0.66, -1.60, -8.14)
H (0.31, 0.06, -7.67)
H (1.90, -0.57, -7.25)
H (-2.59, -3.43, -3.46)
H (-2.92, -1.85, -4.08)
H (-1.40, -2.31, -3.24)
H (-1.95, -1.25, -7.38)
C (0.48, -7.12, -1.35)
C (-0.33, -6.18, -0.42)
C (-1.83, -6.09, -0.79)
C (-2.53, -7.35, -0.37)
C (-2.35, -7.57, 1.14)
C (-0.89, -7.73, 1.56)
N (-0.14, -6.51, 1.01)
O (1.24, -6.67, 1.24)
C (-0.64, -7.65, 3.05)
C (-0.40, -9.10, 1.13)
C (0.30, -4.81, -0.68)
H (0.47, -8.19, -1.14)
H (1.54, -6.80, -1.29)
H (0.12, -7.03, -2.35)
H (-2.20, -5.23, -0.18)
H (-2.07, -5.70, -1.80)
H (-2.26, -8.23, -0.97)
H (-3.59, -7.23, -0.50)
H (-2.96, -8.41, 1.44)
H (-2.65, -6.62, 1.64)
H (-0.71, -6.59, 3.32)
H (-1.37, -8.29, 3.53)
H (0.40, -8.00, 3.30)
H (0.70, -9.12, 1.15)
H (-0.75, -9.86, 1.82)
H (-0.73, -9.27, 0.06)
H (1.33, -4.77, -0.35)
H (-0.36, -4.10, -0.18)
H (0.28, -4.54, -1.74)
H (1.55, -5.89, 1.75)